# 1
{"formula": "C29H44CaN10OS3", "method": "ωB97M-V/def2-TZVPD", "e_homo_ev": -6.703, "gap_ev": 6.812, "charge": 0, "e_above_lowest_kcal_mol": 0.0, "multiplicity": 1, "symbols": ["Ca", "N", "C", "C", "N", "C", "C", "N", "C", "C", "N", "H", "H", "H", "H", "H", "H", "H", "H", "H", "H", "H", "H", "H", "H", "H", "H", "H", "H", "O", "C", "C", "C", "C", "C", "C", "C", "N", "C", "C", "N", "H", "H", "H", "H", "H", "H", "H", "S", "C", "S", "C", "N", "N", "C", "C", "C", "C", "C", "C", "S", "H", "H", "H", "H", "H", "C", "C", "N", "C", "C", "C", "C", "N", "H", "H", "H", "H", "H", "H", "H", "H", "H", "H", "H", "H", "H", "H"], "positions_angstrom": [[0.288, -0.356, -0.313], [0.177, -2.848, -0.835], [-1.059, -3.262, -1.506], [-1.739, -2.101, -2.225], [-1.998, -0.935, -1.381], [-2.991, -1.219, -0.337], [-2.896, -0.238, 0.823], [-1.573, -0.291, 1.463], [-2.452, 0.199, -2.205], [-1.325, 1.008, -2.825], [-0.449, 1.549, -1.785], [1.002, -3.081, -1.374], [0.306, -3.239, 0.094], [-1.731, -3.698, -0.767], [-0.883, -4.051, -2.245], [-2.667, -2.475, -2.686], [-1.098, -1.773, -3.049], [-2.833, -2.231, 0.037], [-4.006, -1.192, -0.759], [-3.708, -0.452, 1.526], [-3.046, 0.784, 0.468], [-1.531, -1.002, 2.183], [-1.387, 0.618, 1.890], [-3.013, 0.875, -1.568], [-3.140, -0.146, -2.990], [-1.798, 1.774, -3.451], [-0.713, 0.391, -3.491], [-0.939, 2.182, -1.154], [0.319, 2.069, -2.194], [1.938, 0.679, 0.756], [2.973, 1.385, 0.459], [3.392, 2.444, 1.305], [4.489, 3.216, 1.017], [5.250, 2.985, -0.135], [4.874, 1.961, -0.974], [3.763, 1.149, -0.701], [3.442, 0.064, -1.627], [2.270, -0.508, -1.875], [2.497, -1.443, -2.864], [3.807, -1.452, -3.213], [4.394, -0.497, -2.420], [2.786, 2.632, 2.183], [4.760, 4.026, 1.685], [6.098, 3.610, -0.377], [5.432, 1.806, -1.892], [1.698, -2.033, -3.284], [4.358, -2.025, -3.937], [5.371, -0.267, -2.383], [-4.989, 6.259, -1.547], [-3.978, 5.106, -0.918], [-2.724, 5.391, 0.252], [-2.343, 3.662, 0.335], [-3.111, 2.968, -0.454], [-4.007, 3.775, -1.134], [-4.916, 3.080, -1.981], [-5.609, 1.995, -1.462], [-6.449, 1.261, -2.284], [-6.599, 1.616, -3.619], [-5.907, 2.708, -4.125], [-5.060, 3.443, -3.309], [-1.049, 3.076, 1.274], [-5.474, 1.736, -0.419], [-6.996, 0.418, -1.881], [-7.260, 1.049, -4.261], [-6.026, 2.990, -5.163], [-4.524, 4.302, -3.689], [0.946, -2.139, 5.263], [1.813, -3.257, 4.686], [2.765, -2.818, 3.676], [4.136, -2.563, 4.107], [4.359, -1.175, 4.696], [2.325, -2.491, 2.424], [3.350, -1.981, 1.449], [1.104, -2.621, 2.015], [0.181, -2.554, 5.920], [0.451, -1.573, 4.473], [1.545, -1.438, 5.841], [1.186, -4.047, 4.262], [2.386, -3.727, 5.486], [4.809, -2.731, 3.269], [4.386, -3.322, 4.851], [4.079, -0.394, 3.989], [5.411, -1.041, 4.955], [3.771, -1.032, 5.602], [3.975, -2.798, 1.085], [3.994, -1.221, 1.889], [2.827, -1.502, 0.630], [0.514, -3.000, 2.750]]}

***

# 2
{"formula": "C25H41F3HfNO18", "method": "ωB97M-V/def2-TZVPD", "e_homo_ev": -9.935, "gap_ev": 1.953, "charge": 1, "multiplicity": 1, "symbols": ["Hf", "C", "O", "O", "C", "F", "F", "F", "C", "C", "H", "H", "H", "H", "H", "H", "N", "O", "O", "O", "O", "C", "O", "O", "H", "C", "O", "C", "C", "O", "C", "H", "H", "H", "H", "H", "H", "H", "H", "H", "H", "O", "C", "O", "C", "C", "C", "H", "H", "H", "H", "H", "H", "O", "C", "O", "C", "C", "C", "H", "H", "H", "H", "H", "H", "O", "C", "O", "C", "C", "C", "H", "H", "H", "H", "H", "H", "O", "C", "O", "C", "C", "C", "H", "H", "H", "H", "H", "H"], "positions_angstrom": [[-4.286, -2.049, -0.424], [1.591, -5.696, 0.551], [0.717, -4.873, 1.403], [1.265, -6.988, 0.982], [1.420, -5.321, -0.975], [2.029, -6.235, -1.774], [0.184, -5.191, -1.307], [1.944, -4.133, -1.279], [1.144, -3.539, 1.753], [0.345, -2.867, 2.875], [0.141, -3.584, 3.670], [0.805, -1.947, 3.238], [-0.640, -2.586, 2.501], [1.246, -2.948, 0.843], [2.181, -3.651, 2.072], [2.592, -5.437, 0.896], [-1.315, -0.114, 0.324], [-1.479, 1.055, 0.557], [-2.204, -0.893, 0.057], [-0.210, -0.531, 0.192], [-5.304, -2.595, 3.754], [-4.888, -2.425, 2.490], [-3.758, -2.289, 1.978], [-5.690, -2.300, 1.584], [-6.224, -2.323, 3.710], [3.459, 2.797, 2.520], [2.265, 3.539, 2.818], [1.100, 2.932, 2.107], [-0.082, 3.929, 1.882], [-0.397, 4.465, 3.146], [-1.296, 5.582, 3.083], [3.721, 2.834, 1.463], [3.178, 1.801, 2.863], [4.366, 3.174, 2.993], [0.814, 2.079, 2.723], [1.432, 2.499, 1.163], [-0.923, 3.462, 1.369], [0.245, 4.751, 1.244], [-0.988, 6.349, 2.372], [-1.313, 6.015, 4.084], [-2.315, 5.374, 2.759], [-4.801, 0.153, 0.512], [-4.977, 1.412, 0.750], [-5.573, 1.870, 1.899], [-5.478, 3.289, 2.079], [-4.374, 3.710, 1.093], [-4.470, 2.661, 0.005], [-5.134, 3.579, 3.072], [-6.472, 3.669, 1.843], [-3.376, 3.713, 1.532], [-4.599, 4.697, 0.688], [-3.520, 2.484, -0.500], [-5.318, 2.922, -0.628], [-2.323, -2.642, -1.968], [-1.467, -2.608, -2.858], [-1.748, -3.151, -4.035], [-0.637, -3.063, -4.912], [0.489, -2.731, -3.952], [-0.131, -1.937, -2.842], [-0.792, -2.174, -5.524], [-0.454, -3.945, -5.525], [1.222, -2.126, -4.487], [0.973, -3.625, -3.558], [-0.205, -0.893, -3.148], [0.304, -1.999, -1.845], [3.177, -0.702, 2.546], [3.599, -0.902, 1.412], [4.486, -1.888, 1.020], [4.726, -1.898, -0.397], [3.567, -1.115, -0.967], [3.237, -0.106, 0.180], [4.747, -2.944, -0.700], [5.601, -1.335, -0.721], [2.768, -1.818, -1.201], [3.763, -0.614, -1.915], [2.179, 0.145, 0.107], [3.818, 0.815, 0.141], [1.243, 0.496, -4.890], [1.580, 1.333, -4.062], [2.583, 2.271, -4.315], [2.584, 3.257, -3.278], [1.966, 2.590, -2.043], [1.073, 1.516, -2.632], [2.104, 4.196, -3.554], [3.628, 3.519, -3.107], [1.547, 3.331, -1.363], [2.745, 2.020, -1.536], [0.028, 1.826, -2.634], [1.247, 0.617, -2.040]]}

***

# 3
{"formula": "C24H68Cl8O24P4", "method": "ωB97M-V/def2-TZVPD", "smiles": "COP(=O)(OC)OC.COP(=O)(OC)OC.COP(=O)(OC)OC.COP(=O)(OC)OC.ClCCl.ClCCl.ClCCl.ClCCl.OCCO.OCCO.OCCO.OCCO", "e_homo_ev": -9.261, "gap_ev": 9.594, "charge": 0, "multiplicity": 1, "symbols": ["C", "O", "P", "O", "O", "C", "O", "C", "H", "H", "H", "H", "H", "H", "H", "H", "H", "C", "O", "P", "O", "O", "C", "O", "C", "H", "H", "H", "H", "H", "H", "H", "H", "H", "C", "O", "P", "O", "O", "C", "O", "C", "H", "H", "H", "H", "H", "H", "H", "H", "H", "C", "O", "P", "O", "O", "C", "O", "C", "H", "H", "H", "H", "H", "H", "H", "H", "H", "C", "C", "O", "O", "H", "H", "H", "H", "H", "H", "C", "C", "O", "O", "H", "H", "H", "H", "H", "H", "C", "C", "O", "O", "H", "H", "H", "H", "H", "H", "C", "C", "O", "O", "H", "H", "H", "H", "H", "H", "C", "Cl", "Cl", "H", "H", "C", "Cl", "Cl", "H", "H", "C", "Cl", "Cl", "H", "H", "C", "Cl", "Cl", "H", "H"], "positions_angstrom": [[-2.503, 0.140, 2.381], [-3.606, -0.748, 2.552], [-3.305, -2.346, 2.677], [-2.071, -2.719, 3.444], [-3.339, -2.849, 1.140], [-2.988, -4.174, 0.767], [-4.642, -3.146, 3.264], [-4.980, -3.093, 4.658], [-2.729, 0.995, 1.744], [-1.580, -0.386, 2.137], [-2.220, 0.564, 3.345], [-2.799, -4.728, 1.687], [-2.047, -4.203, 0.217], [-3.667, -4.722, 0.114], [-4.299, -2.493, 5.262], [-5.143, -4.048, 5.158], [-5.890, -2.498, 4.745], [-4.495, -5.655, -2.892], [-3.554, -5.080, -3.763], [-3.164, -3.505, -3.617], [-4.301, -2.583, -3.404], [-2.387, -3.120, -4.992], [-2.570, -1.900, -5.643], [-1.982, -3.498, -2.535], [-0.857, -4.330, -2.746], [-3.951, -6.302, -2.205], [-5.265, -6.174, -3.462], [-5.117, -5.001, -2.281], [-2.150, -1.896, -6.649], [-2.150, -1.031, -5.137], [-3.628, -1.684, -5.793], [-1.078, -5.245, -2.196], [0.001, -3.840, -2.287], [-0.596, -4.538, -3.783], [4.392, 3.783, 2.102], [3.220, 3.110, 2.339], [3.299, 1.605, 3.005], [3.999, 0.581, 2.121], [1.728, 1.216, 3.429], [1.426, 0.014, 4.062], [4.039, 1.720, 4.429], [3.531, 2.657, 5.332], [4.099, 4.527, 1.362], [5.289, 3.218, 1.848], [4.766, 4.320, 2.975], [2.230, -0.722, 4.072], [0.675, -0.425, 3.404], [0.924, 0.263, 4.997], [2.480, 2.483, 5.565], [3.602, 3.681, 4.964], [3.970, 2.562, 6.325], [-4.577, 0.684, -3.566], [-3.514, 1.478, -3.064], [-3.313, 1.706, -1.486], [-2.090, 2.511, -1.021], [-4.816, 2.260, -1.036], [-4.969, 3.660, -1.077], [-3.437, 0.242, -0.834], [-2.458, -0.686, -1.052], [-4.110, 0.003, -4.277], [-5.296, 1.267, -4.142], [-5.086, 0.110, -2.792], [-4.155, 4.214, -1.545], [-5.190, 4.075, -0.094], [-5.765, 3.992, -1.745], [-1.773, -0.551, -1.889], [-2.913, -1.676, -1.104], [-1.924, -0.646, -0.102], [4.551, -2.316, 0.160], [4.706, -3.868, 0.056], [3.565, -4.650, -0.289], [3.719, -2.040, 1.314], [4.081, -1.893, -0.728], [5.538, -1.885, 0.332], [5.129, -4.294, 0.966], [5.454, -4.032, -0.720], [3.919, -5.491, -0.586], [3.927, -1.146, 1.596], [0.564, -4.050, 1.506], [1.284, -3.571, 2.798], [2.637, -3.930, 2.752], [1.214, -3.483, 0.405], [-0.467, -3.697, 1.510], [0.558, -5.136, 1.413], [0.773, -3.990, 3.665], [1.208, -2.490, 2.918], [3.092, -3.338, 2.150], [2.119, -3.796, 0.478], [2.292, 4.653, -2.633], [3.393, 5.692, -2.767], [4.601, 5.155, -3.247], [2.345, 3.981, -1.399], [2.356, 3.933, -3.449], [1.311, 5.125, -2.690], [3.567, 6.075, -1.761], [3.138, 6.548, -3.393], [5.046, 5.950, -3.550], [1.768, 3.214, -1.403], [1.302, 0.010, 0.140], [0.600, 1.359, 0.257], [0.539, 2.007, -1.035], [0.557, -0.963, -0.564], [1.501, -0.457, 1.105], [2.233, 0.160, -0.405], [1.170, 1.999, 0.931], [-0.392, 1.280, 0.702], [-0.331, 1.726, -1.329], [0.879, -1.859, -0.438], [0.717, -0.081, -3.685], [1.414, -0.702, -5.211], [-0.576, 1.148, -3.936], [0.327, -0.936, -3.132], [1.551, 0.337, -3.121], [-0.303, 4.831, 3.880], [1.171, 5.787, 3.692], [-0.406, 3.436, 2.773], [-0.383, 4.524, 4.922], [-1.162, 5.447, 3.614], [4.724, 2.075, -1.414], [4.086, 0.975, -2.690], [6.424, 1.979, -1.053], [4.606, 3.066, -1.852], [4.075, 1.997, -0.541], [-0.874, 5.501, -0.025], [-0.779, 6.552, -1.449], [-2.334, 5.950, 0.869], [-0.979, 4.468, -0.358], [0.025, 5.755, 0.538]]}

***

- Number 2 is which compound?
  C25H41F3HfNO18

***

- What is the formula in the first record?
  C29H44CaN10OS3